# 1
ORCA calculation (ωB97M-V/def2-TZVPD) on C34H50BEuN10O4SbSeSi3 as an isolated structure at a distorted geometry.

Each line ends with the Löwdin charge.
Positions of all 105 atoms, in Å:
Eu 1.4739 2.0367 -0.5889  1.958
Sb -1.4135 -0.7825 -1.1084  1.554
Se 1.5735 -1.1497 -1.7263  0.810
Si -2.4485 2.5456 -0.2122  0.417
Si -3.8686 -4.3503 -0.0478  0.524
Si -0.8170 -4.6286 1.0868  0.586
O 0.8432 -1.6886 -3.0543  -0.441
O 2.2111 0.4230 -2.1254  -0.625
O 2.6631 -2.1152 -0.9798  -0.454
O 0.5097 -0.8125 -0.3736  -0.694
N 3.6713 4.6575 0.6129  0.001
N 5.7922 3.6144 3.5247  0.047
N 2.6640 4.3728 -0.3344  -0.072
N 2.5427 3.2559 2.4277  0.038
N 0.1308 2.2678 -2.9898  -0.029
N 4.9602 4.3050 2.7334  -0.026
N -1.7356 -2.9218 -2.3887  -0.125
N 1.6004 2.4523 1.7222  -0.129
N 4.6541 2.2706 1.1079  0.032
N 3.8424 1.5919 0.1361  -0.073
C 0.8673 1.8440 2.6500  -0.193
C -1.8831 2.0286 -4.9395  -0.069
C 1.0799 2.3746 3.9162  -0.031
C -4.8874 -3.4719 -1.3998  -0.167
C -1.9260 -2.8622 -3.6859  -0.175
C -0.5151 2.1650 -5.2748  -0.066
C -1.1292 1.8361 -2.6009  -0.514
C 2.1176 3.3117 3.7036  -0.044
C 3.0006 5.0004 -1.4584  -0.148
C 4.3291 0.3725 0.0619  -0.168
C 6.2017 4.4300 4.5494  -0.121
C 0.8804 -5.3684 0.4072  -0.164
C 4.8572 5.6238 3.2725  -0.084
C 5.7066 1.4495 1.4240  -0.064
C -1.2912 -5.1887 -3.9077  -0.064
C -4.1436 1.7599 0.1198  -0.191
C 5.4931 0.2181 0.8230  -0.043
C 4.2023 5.7735 -1.2401  -0.046
C 4.5703 5.4767 0.0452  -0.109
C -1.9680 -4.1450 -0.3188  -0.226
C -2.1642 1.7816 -3.5947  -0.065
C -1.7140 3.0696 1.4939  -0.193
C -0.1274 -3.4006 2.4302  -0.179
C -1.7059 -5.9415 2.2166  -0.181
C 5.7106 5.7191 4.3318  -0.095
C -1.3749 -5.2918 -2.5109  0.007
C -1.6717 -4.0900 -1.7023  -0.385
C -2.8436 4.1963 -1.0328  -0.193
C -4.4548 -3.6071 1.5364  -0.172
C -4.2657 -6.2221 -0.1121  -0.154
C -1.2736 1.4640 -1.2262  -0.550
C -2.0087 -0.8130 0.9974  -0.282
C -1.7317 -4.0052 -4.5066  -0.058
C 0.4441 2.3956 -4.2495  -0.159
B 3.9609 3.5564 1.7878  -0.536
H 1.4950 2.6962 -4.4299  0.115
H 0.8442 -2.9946 2.0753  0.042
H 4.6723 6.4126 -1.9583  0.087
H 1.2598 -4.6227 -0.3011  0.017
H -3.1753 1.5188 -3.1966  0.117
H 6.9356 4.0754 5.2439  0.092
H -1.6513 0.1060 1.4852  -0.018
H -0.8285 -5.9960 -4.4876  0.112
H -4.8134 -2.3807 -1.2708  0.028
H 2.3336 4.9464 -2.3410  0.108
H -1.8281 -3.9067 -5.6057  0.108
H -1.6197 2.2345 2.1673  -0.009
H -2.6479 -5.6399 2.6420  -0.002
H 5.4172 5.9081 0.5482  0.122
H 1.5524 -5.5611 1.2468  0.026
H -0.2935 2.1147 -6.3242  0.084
H 0.0443 -4.0235 3.3391  0.041
H -2.2886 -1.9098 -4.1250  0.118
H 0.1921 1.0246 2.4137  0.103
H -4.1589 -2.5827 1.7420  0.013
H -1.9536 4.8992 -1.1578  0.055
H -2.6800 1.9831 -5.6924  0.108
H -3.4769 -6.8520 -0.4942  0.021
H -4.4044 0.9984 -0.6130  0.014
H -1.1253 -6.3002 3.0483  0.021
H -3.0779 -0.9683 1.1632  -0.016
H -0.7364 3.5502 1.3211  0.012
H -1.9240 -6.8472 1.6485  0.021
H -4.1595 -4.1963 2.3997  0.019
H 6.0856 -0.6500 0.9914  0.090
H -4.8844 2.5586 0.1106  0.021
H 3.8592 -0.4227 -0.5369  0.067
H -2.3831 3.7860 1.9404  0.025
H -3.6147 4.7298 -0.5114  0.014
H -4.5736 -3.6965 -2.4204  0.023
H -5.5423 -3.5855 1.5582  0.041
H 4.2549 6.3561 2.7420  0.114
H -1.1887 -6.2066 -1.9734  0.096
H 0.6209 2.1796 4.9184  0.119
H -4.2229 1.2968 1.1104  0.021
H 5.6970 6.5384 5.0038  0.085
H -0.7821 -2.5969 2.7253  -0.013
H 2.6195 4.0532 4.3058  0.123
H -1.5088 -1.7199 1.4412  -0.034
H -4.5495 -6.5518 0.8825  0.027
H -3.1903 4.0848 -2.0620  0.017
H -5.9441 -3.7372 -1.3157  0.033
H 0.7414 -6.3357 -0.1188  0.024
H -5.1351 -6.3673 -0.7284  0.020
H 6.5465 1.8163 2.0222  0.110

Results
DFT total energy, eV: -174680.4193
ΔE to the lowest compared entry with this formula, charge and spin, kJ/mol: 28.8
Lowest unoccupied orbital energy (spin up / spin down), eV: -1.574 / -1.273
Net charge: 0
Gap between HOMO and LUMO (spin up / spin down), eV: 5.022 / 5.411
2S+1: 8

---

# 2
ORCA calculation (ωB97M-V/def2-TZVPD) on a 9-piece molecular cluster, C34H50Br2N6O2 overall at a distorted geometry.

Each line ends with the Löwdin charge.
Positions of all 94 atoms, in Å:
Br -0.5123 2.4948 0.1407  0.686
Br 0.0903 -2.2055 0.3081  0.667
O -5.1770 4.3517 3.0034  -0.149
O -1.0708 0.8629 -3.4146  -0.153
N -5.4945 -2.0305 3.0061  0.023
N 2.1048 -4.0307 -3.3090  0.124
N -0.1156 4.5020 -2.5818  -0.006
N 5.9904 -0.6183 2.5702  0.029
N 0.2656 1.1285 6.8290  -0.015
N 5.3304 -3.2534 -2.8378  0.041
C 3.7226 -0.3456 2.6020  -0.115
C -3.8132 -2.2705 1.5463  -0.100
C -1.3492 -0.4665 -3.8501  -0.185
C -6.0742 3.2137 3.1694  -0.172
C -4.5138 -3.5049 1.6725  -0.139
C -0.4022 1.5443 4.7306  -0.116
C -0.2655 0.5880 0.8000  -0.613
C -5.4909 -3.3490 2.5555  -0.148
C 4.7077 -2.4956 -1.8332  -0.079
C 3.9789 -1.6602 -3.8438  -0.122
C 0.9648 0.0015 -4.2215  -0.155
C 1.2698 4.3409 -2.5084  -0.164
C -4.4677 -1.3635 2.3866  -0.123
C 4.8380 -2.7501 -4.0207  -0.168
C 1.0159 -4.0068 -2.5268  -0.026
C -0.3640 5.3796 -3.5829  -0.131
C 0.0362 -0.3132 -0.3421  -0.621
C -0.1485 -0.9781 -4.7159  -0.130
C -3.7638 2.5539 3.0457  -0.164
C -3.9374 3.9370 2.4500  -0.216
C -0.7601 2.5963 5.5527  -0.137
C 4.9699 0.2853 2.4681  -0.134
C 0.1764 1.2858 -3.8979  -0.195
C 0.8575 5.8077 -4.1388  -0.117
C 1.3404 -6.1968 -3.1671  0.022
C 3.8685 -1.4914 -2.4346  -0.088
C 1.8690 5.2164 -3.4244  -0.120
C -0.5239 2.2455 6.9007  -0.109
C -5.1843 2.0587 2.9106  -0.225
C 0.5712 -5.3197 -2.3441  0.036
C 5.3448 -1.8002 2.8199  -0.167
C 3.9867 -1.6565 2.8760  -0.139
C 2.2259 -5.3337 -3.7560  0.004
C 0.2525 0.5653 5.5589  -0.096
H 6.9465 -0.4266 2.3072  0.154
H 0.7093 1.9284 -3.1970  0.091
H -4.1289 3.8757 1.3787  0.117
H 2.9887 -5.5704 -4.4830  0.145
H -3.0944 1.9425 2.4405  0.091
H 2.7538 0.0730 2.3726  0.079
H 0.9907 -0.1711 -0.8489  0.046
H -0.3291 -5.4978 -1.7747  0.130
H 3.4885 -1.1342 -4.6495  0.091
H -4.2292 -0.3318 2.5987  0.077
H -6.8231 3.2810 2.3803  0.122
H 2.9168 5.4500 -3.5427  0.096
H -1.1908 0.3252 1.3127  0.044
H 2.7665 -3.2985 -3.5238  0.082
H 0.1527 -2.0251 -4.6818  0.087
H -5.3266 1.6924 1.8939  0.116
H -0.5237 1.5603 3.6576  0.062
H 1.3838 -0.5070 -3.3532  0.069
H -0.7809 2.7521 7.8192  0.106
H -1.2146 3.5299 5.2557  0.089
H -0.7804 3.9878 -2.0217  0.059
H -5.4705 1.2660 3.6019  0.104
H 0.4605 0.5450 1.6119  0.041
H -0.0365 1.8276 -4.8194  0.131
H 5.0379 -3.3023 -4.9271  0.115
H -2.2541 -0.3521 -4.4469  0.121
H -3.1723 4.6730 2.6970  0.126
H 6.0673 -3.9326 -2.7116  0.157
H 5.2357 1.2824 2.1496  0.104
H 0.5389 -3.1243 -2.1267  0.056
H -6.4706 3.1714 4.1839  0.123
H -2.9041 -2.0027 1.0284  0.038
H -6.0484 -1.6773 3.7733  0.147
H -1.5549 -1.1244 -3.0059  0.098
H -3.4717 2.7651 4.0743  0.115
H 1.6238 3.6352 -1.7715  0.067
H 0.6017 0.6574 7.6569  0.145
H 4.8787 -2.6790 -0.7827  0.104
H 3.3154 -2.5023 2.8969  0.097
H -4.3930 -4.3546 1.0169  0.093
H -0.7614 -0.3030 -1.0850  0.036
H 3.2359 -0.7999 -1.8979  0.084
H -0.3976 -0.6870 -5.7364  0.109
H -1.3867 5.7088 -3.6931  0.106
H 6.0058 -2.6541 2.8025  0.104
H 1.0988 -7.2338 -3.3474  0.128
H 0.6811 -0.4050 5.3563  0.094
H 1.7580 0.0859 -4.9643  0.102
H 1.0279 6.6129 -4.8381  0.095
H -6.2706 -4.0510 2.8117  0.112

Results
DFT total energy, eV: -189177.3531
Lowest unoccupied orbital energy (spin up / spin down), eV: -2.694 / -7.004
Net charge: +1
Gap between HOMO and LUMO (spin up / spin down), eV: 6.763 / 2.452
2S+1: 2

---

# 3
ORCA calculation (ωB97M-V/def2-TZVPD) on C34H50Cl12NO22Zr as an isolated structure at a distorted geometry.

Each line ends with the Löwdin charge.
Positions of all 120 atoms, in Å:
Zr 2.5353 0.5099 -5.8587  1.912
Cl -8.5839 -3.4443 3.6595  0.477
Cl -7.8937 1.0828 -7.6143  0.517
Cl -12.2586 0.4364 1.1584  0.511
Cl -5.9520 3.4819 -7.6375  0.466
Cl -7.4012 2.8815 -9.9941  0.505
Cl -6.2287 -4.9050 2.5417  0.480
Cl 5.4919 -1.7037 7.3616  0.504
Cl 4.8768 -4.0334 5.5967  0.457
Cl -8.0036 -3.4881 0.7170  0.495
Cl -11.0029 1.3643 -1.3586  0.532
Cl 5.0995 -1.3419 4.5240  0.546
Cl -9.6269 1.5075 1.2269  0.525
O 1.3400 -8.2651 2.2722  0.095
O 5.3244 -4.7712 -2.4502  0.080
O 0.4105 5.3998 -5.4335  -0.006
O -0.0536 -5.9308 -5.0409  0.094
O 6.0712 7.3866 3.4736  0.145
O 5.2871 -3.5259 -0.6660  0.091
O 1.9177 -8.3885 0.1404  0.141
O 1.9086 -6.0429 -5.9071  0.072
O 0.9828 -6.4953 1.0606  0.043
O -1.1003 6.9475 -6.2926  0.084
O 10.6830 1.0008 -1.9648  0.122
O 4.5957 -2.6674 -2.6660  0.060
O -0.1452 0.7878 -2.2412  0.068
O -3.9717 -1.3340 6.5141  0.056
O 9.3768 2.5568 -0.9074  0.083
O -1.7350 -1.8435 6.3343  0.112
O 4.0671 8.5337 3.4544  0.076
O -2.5318 -0.5249 7.9385  0.102
O 8.6733 0.4137 -0.8746  0.062
O 0.9674 -4.0144 -5.7180  0.027
O 4.0828 6.3645 3.9198  0.051
O -0.1812 7.3569 -4.3813  0.074
N -1.0925 1.1978 -1.1634  0.201
C 8.2719 2.5356 -0.0119  -0.099
C -2.6479 -1.2096 6.8514  -0.571
C 0.6159 2.7062 -0.0803  -0.014
C 0.0447 0.6190 1.0674  -0.010
C 6.1641 -5.3989 -1.5641  -0.142
C 0.9187 -7.3896 3.2505  -0.111
C -3.7835 0.0927 8.2324  -0.089
C -7.2894 -3.4576 2.3542  -1.456
C 0.2665 -7.3699 -5.0616  -0.015
C 1.8227 -7.3032 -5.3300  -0.100
C -1.6463 2.3686 1.0181  -0.093
C 2.7182 8.1275 3.5296  -0.151
C -2.3899 0.3969 -1.2355  -0.402
C 0.9531 -5.2467 -5.4729  -0.597
C -0.4948 1.6699 0.1413  -0.441
C 4.8519 7.4198 3.5587  -0.512
C 9.6355 1.2940 -1.3112  -0.444
C -6.7251 2.1241 -8.5113  -1.487
C 1.4701 -7.7793 1.0837  -0.581
C 7.9820 1.0144 0.1178  -0.182
C -11.1265 1.5909 0.3845  -1.583
C -4.7280 -0.3155 7.0874  -0.136
C -0.2020 6.5387 -5.4094  -0.526
C -3.4911 1.1976 -0.4005  -0.092
C -2.3831 -1.0700 -0.7651  0.020
C -2.9397 0.4429 -2.7367  -0.028
C -2.9690 1.5580 1.0499  -0.144
C -1.7554 8.1251 -5.8380  -0.093
C 0.3862 -6.2398 2.3423  -0.106
C -0.8440 8.5595 -4.7145  -0.100
C 4.6000 -2.2406 5.8716  -1.522
C 2.7933 6.8204 4.3010  -0.132
C 5.0338 -3.5706 -1.9531  -0.577
C 5.8903 -4.7354 -0.2436  -0.092
H 0.6483 1.0897 1.8434  0.125
H -2.8236 1.4024 -3.2406  0.087
H 8.2263 0.6059 1.0984  0.138
H -2.8447 0.6763 1.6786  0.104
H 1.5496 2.1438 -0.0937  0.093
H -4.2386 -0.2660 9.1556  0.133
H 1.9263 6.2018 4.0689  0.126
H 6.9279 0.8640 -0.1153  0.122
H -4.8863 0.5380 6.4281  0.120
H 1.6733 -7.0287 3.9494  0.131
H -6.7211 -2.5397 2.5045  0.003
H -3.6454 2.1444 -0.9181  0.120
H 0.6394 3.5112 0.6542  0.108
H 2.7635 7.0299 5.3702  0.136
H 8.5048 2.9176 0.9820  0.134
H -2.7311 7.8510 -5.4367  0.136
H -0.1064 9.2403 -5.1394  0.141
H -3.8073 2.1420 1.4298  0.126
H -0.6959 -6.3606 2.2903  0.126
H -1.2578 8.9732 -3.7949  0.146
H 3.5245 -2.1067 5.9880  0.014
H -1.9350 8.8546 -6.6278  0.147
H 1.9659 8.6943 4.0782  0.135
H -2.4194 -0.2564 -3.3911  0.075
H -5.8667 1.5706 -8.8919  -0.001
H -5.7470 -0.5685 7.3803  0.137
H -0.6955 -0.0185 1.5508  0.093
H 2.3093 8.0452 2.5225  0.126
H 0.1380 -7.8769 3.8346  0.139
H 0.4423 3.2424 -1.0132  0.091
H -2.4090 -1.0535 0.3244  0.082
H 5.7804 -6.4033 -1.3851  0.148
H 0.6713 -0.1430 0.6040  0.108
H 0.6452 -5.2954 2.8210  0.123
H 5.1877 -5.3160 0.3543  0.141
H -0.3516 -7.9383 -5.7566  0.136
H -1.5042 -1.6276 -1.0887  0.103
H -11.5653 2.5690 0.5818  0.014
H 0.1334 -7.7680 -4.0556  0.129
H -3.9627 0.1267 -2.9409  0.105
H 7.3618 3.0530 -0.3155  0.122
H -1.3835 2.4382 2.0737  0.137
H -1.8579 3.3418 0.5753  0.127
H 2.3918 -7.3937 -4.4047  0.130
H -4.4477 0.6892 -0.5210  0.136
H 6.8684 -4.5612 0.2049  0.146
H -3.2604 -1.6250 -1.0975  0.118
H 2.2918 -8.0793 -5.9347  0.141
H 7.1634 -5.2182 -1.9602  0.152
H -3.5027 1.1230 8.4506  0.136

Results
DFT total energy, eV: -234109.2805
Lowest unoccupied orbital energy, eV: -13.545
Net charge: +3
Gap between HOMO and LUMO, eV: 1.181
2S+1: 1

---

# 4
ORCA calculation (ωB97M-V/def2-TZVPD) on a 2-piece molecular cluster, C34H50ClF3N5O3 overall at a distorted geometry.

Each line ends with the Löwdin charge.
Positions of all 96 atoms, in Å:
Cl -1.4790 -3.6355 3.6165  0.715
F -5.4151 -1.0677 3.2840  0.165
F -4.8649 -0.6902 0.5901  0.056
F -6.6495 -2.7648 2.7143  0.173
O 3.8596 -0.1929 -0.7079  0.113
O -0.6825 -4.4900 -1.0524  0.170
O 2.8333 -1.0959 5.5886  -0.157
N -0.0956 -2.2901 -1.0664  -0.032
N 3.3783 2.0235 -0.5937  0.121
N 0.5471 4.4693 -6.5863  0.041
N -1.5399 0.1667 -1.9045  0.086
N -0.6509 -1.3089 -0.1743  -0.068
C 2.1303 2.5299 -2.6471  -0.015
C -5.1721 -1.9153 1.1144  -0.215
C 1.0330 3.0894 -3.3035  -0.075
C -0.6469 0.0849 -0.7696  -0.173
C 2.1159 0.4252 0.7841  -0.092
C 3.1866 0.6838 -0.2351  -0.467
C -0.4193 5.5972 -8.4678  -0.068
C 0.4707 -1.5666 5.7215  -0.183
C 1.7293 6.2525 -7.6678  -0.067
C 0.2041 -2.7654 1.6552  -0.122
C -2.3800 -2.6476 1.2641  -0.295
C -4.7530 -3.0957 0.3179  -0.100
C -0.2617 -0.5642 4.8037  -0.186
C 1.6888 -1.0453 0.8180  -0.090
C -5.7317 -1.9125 2.3254  -0.306
C 0.2047 -1.3341 1.1117  -0.314
C 3.5374 0.1021 5.3386  -0.284
C 0.6494 -1.8310 -2.2436  -0.017
C 1.6083 5.2672 -6.7008  -0.157
C 4.5662 -0.1273 4.2382  -0.060
C -2.0060 -3.2536 -2.5345  0.026
C 0.5465 -0.3395 3.5031  -0.160
C -1.1767 -3.4233 1.8434  -0.550
C 0.1221 3.8150 -1.1779  -0.072
C -0.2849 -0.3553 2.1958  -0.098
C -3.3987 -3.6888 0.7495  -0.133
C 1.6725 -0.9259 6.4023  -0.203
C -0.9304 -3.4128 -1.4811  -0.448
C -0.4422 4.6443 -7.4620  -0.156
C 1.2265 3.2569 -0.5373  -0.047
C 2.2391 2.6114 -1.2546  -0.257
C 0.6917 6.4183 -8.5702  -0.071
C 0.0397 3.7405 -2.5700  -0.086
C -2.0798 -1.5530 0.2146  -0.054
H -1.2510 5.6924 -9.1518  0.104
H 2.3994 5.1030 -5.9766  0.101
H 1.4491 -1.1393 -2.0017  0.084
H -5.5207 -3.8593 0.4445  0.135
H -0.3763 0.3631 5.3625  0.110
H 0.7914 -2.3994 5.0987  0.089
H 0.7478 7.1757 -9.3412  0.109
H 0.9531 3.0572 -4.3818  0.083
H -2.4521 0.4956 -1.6192  0.096
H 2.6140 6.8722 -7.7112  0.105
H -2.9908 -3.3884 -2.1022  0.074
H 2.2439 -1.5052 1.6287  0.126
H -2.9654 -4.2320 -0.0866  0.099
H -4.7682 -2.8161 -0.7360  0.114
H 0.7689 -3.4149 0.9902  0.128
H -2.6906 -1.7166 -0.6653  0.109
H 5.5631 -0.2631 4.6429  0.074
H 1.3737 -1.0424 3.5185  0.094
H 4.2892 -0.9773 3.6179  0.072
H 1.5005 0.1408 6.5588  0.117
H 2.8481 0.8922 5.0213  0.101
H 1.8490 -1.3734 7.3818  0.124
H -1.0099 0.7846 -0.0241  0.129
H 1.3091 1.1263 0.6092  0.070
H -1.2943 3.9836 -7.3457  0.101
H 0.3498 0.4310 -1.0092  0.111
H -0.7940 4.1895 -3.0924  0.105
H 0.0338 -1.4093 -3.0368  0.083
H 2.0718 -1.5399 -0.0701  0.110
H -1.2574 -0.9540 4.6002  0.076
H -1.9174 -2.2838 -3.0193  0.070
H 4.2108 2.1007 -1.1652  0.141
H 4.0391 0.4615 6.2410  0.123
H -1.3166 -0.5307 2.4994  0.112
H 1.1381 -2.7094 -2.6606  0.122
H 1.3235 3.2960 0.5402  0.117
H 4.5942 0.7443 3.5842  0.067
H 2.5318 0.7145 1.7502  0.130
H -1.1857 -4.4368 1.4647  0.093
H -0.6522 4.3054 -0.6070  0.106
H 2.8968 2.0273 -3.2232  0.119
H -1.1672 0.8263 -2.5761  0.090
H -2.8745 -2.2021 2.1221  0.102
H 0.9881 0.6501 3.6066  0.108
H -1.8259 -4.0132 -3.2893  0.106
H 0.7280 -2.8019 2.6015  0.101
H -2.4710 -0.6341 0.6325  0.126
H -0.2864 0.6751 1.8492  0.105
H -0.2176 -1.9695 6.4627  0.114
H -3.5408 -4.3817 1.5763  0.125

Results
DFT total energy, eV: -70327.7961
Lowest unoccupied orbital energy, eV: -2.257
Net charge: +1
Gap between HOMO and LUMO, eV: 9.267
2S+1: 1